# 1
59
Properties=species:S:1:pos:R:3 method="wB97M-V/def2-TZVPD" total_charge=+1 multiplicity=3 lumo_ev="-2.52 / -3.64" e_above_lowest_ev=0.252 homo_lumo_gap_ev="7.016 / 7.477" e_homo_ev="-9.535 / -11.121" energy_ha=-3101.630189
Ti -0.181 -0.139 -0.118
C -4.236 3.602 0.369
C -4.249 2.931 1.587
C -3.542 1.754 1.754
C -2.797 1.236 0.692
C -2.790 1.909 -0.532
C -3.508 3.084 -0.692
N -2.032 0.065 0.812
N -2.492 -0.826 1.656
C -1.685 -1.906 1.732
C -2.005 -2.967 2.593
C -1.196 -4.073 2.617
C -0.065 -4.120 1.791
C 0.222 -3.033 1.005
N -0.545 -1.925 0.976
H -4.799 4.518 0.248
H -4.822 3.333 2.413
H -3.549 1.220 2.693
H -2.240 1.464 -1.355
H -3.516 3.587 -1.651
H -2.897 -2.880 3.197
H -1.428 -4.907 3.266
H 0.581 -4.985 1.773
H 1.097 -3.030 0.368
C 3.159 1.501 -1.345
C 3.383 0.118 -0.744
S 2.307 -0.451 0.606
C 2.547 0.684 2.005
C 2.031 2.100 1.818
S 0.273 2.102 1.340
C 0.209 3.531 0.218
C 1.240 3.534 -0.907
S 1.414 1.910 -1.711
H 3.706 1.544 -2.287
H 3.567 2.280 -0.707
H 4.414 0.033 -0.398
H 3.231 -0.657 -1.498
H 3.605 0.679 2.268
H 2.010 0.182 2.812
H 2.602 2.630 1.063
H 2.135 2.645 2.756
H 0.298 4.438 0.816
H -0.805 3.492 -0.174
H 2.221 3.855 -0.563
H 0.924 4.247 -1.667
C -0.191 -2.127 -3.592
C -1.103 -1.102 -2.922
C -1.447 0.021 -3.898
C -2.367 -1.764 -2.383
O -0.377 -0.545 -1.829
H -0.701 -2.617 -4.421
H 0.101 -2.886 -2.863
H 0.706 -1.637 -3.974
H -1.924 -0.382 -4.791
H -0.542 0.552 -4.194
H -2.138 0.727 -3.433
H -2.964 -2.185 -3.191
H -2.968 -1.026 -1.847
H -2.098 -2.566 -1.691

=====

# 2
16
Properties=species:S:1:pos:R:3 method="wB97M-V/def2-TZVPD" total_charge=+1 multiplicity=1 lumo_ev=-4.89 e_above_lowest_ev=2.598 homo_lumo_gap_ev=9.866 e_homo_ev=-14.760 energy_ha=-1435.878231
C 1.044 -0.881 -0.735
C -0.326 -2.663 -0.992
C -3.002 2.082 -0.922
N -0.059 -1.494 -0.205
P -0.875 -0.391 0.456
Cl -1.823 0.939 -1.669
Cl -2.459 -1.296 1.041
H 1.322 0.118 -0.234
H 1.954 -1.597 -0.809
H 1.083 -0.753 -1.867
H -1.274 -3.206 -0.916
H -0.374 -2.284 -2.076
H 0.463 -3.291 -0.840
H -3.654 2.191 -1.694
H -2.752 2.928 -0.373
H -3.375 1.435 -0.040